Entry 1:
The following is a quantum chemistry calculation of AsF6H32O16 as an isolated structure, from OMol25.

CARTESIAN COORDINATES (ANGSTROEM)
As 22.2457 -4.4366 14.6107
F 22.8323 -3.6333 16.0877
F 22.1475 -2.9156 13.7494
F 21.5061 -5.2896 13.1854
F 23.8166 -4.7365 13.8724
F 22.2708 -5.9835 15.4736
F 20.4582 -4.1771 15.1880
O 22.8189 -9.4588 17.4946
O 24.7993 -2.3531 19.5069
O 27.4996 -2.4645 13.9005
O 25.1301 0.1768 12.1310
O 21.3370 0.5822 15.1566
O 19.9553 -10.2528 13.0602
O 20.4794 -4.1976 20.4919
O 17.4300 -3.8065 11.6578
O 21.7956 -2.8911 9.1156
O 18.5099 -6.9930 18.0454
O 25.6699 -8.9658 14.2994
O 18.1400 -6.7943 14.1434
O 23.1892 -8.0856 8.9132
O 26.2428 -0.0946 16.6402
O 25.4688 -4.4018 10.3125
O 17.3379 -1.3673 15.8569
H 18.1743 -1.7656 15.6160
H 19.1063 -6.3998 18.5021
H 21.5039 0.3651 16.0738
H 27.3341 -1.8274 14.5954
H 21.1259 -3.5245 20.2794
H 24.2589 -2.6317 18.7675
H 24.5828 0.3341 11.3616
H 25.1966 -1.5316 19.2176
H 19.4656 -9.4406 12.9306
H 23.2800 -7.3222 8.3429
H 23.3947 -8.9291 18.0460
H 18.1355 -3.2403 11.3448
H 23.4305 -7.7658 9.7825
H 25.3236 -0.0852 16.3732
H 26.9276 -2.1913 13.1833
H 25.2250 -4.5553 11.2253
H 22.0559 -8.9019 17.3398
H 19.7453 -3.7142 20.8709
H 26.4199 0.8027 16.9225
H 16.6492 -3.2535 11.6323
H 24.6416 -4.2046 9.8730
H 24.5074 0.0557 12.8477
H 18.5440 -6.0109 13.7703
H 21.2176 -0.2649 14.7273
H 18.4191 -6.7954 15.0590
H 25.1037 -8.2178 14.4894
H 26.4371 -8.5839 13.8730
H 21.1118 -3.3806 9.5729
H 19.3056 -10.8754 13.3864
H 17.2286 -0.6455 15.2378
H 17.6677 -6.5381 18.0515
H 21.4206 -2.0202 8.9845

Its spin multiplicity is 1. The calculation puts the HOMO energy at -8.582 eV. As for the charge: -1. The calculation puts the frontier orbital gap at 10.25 eV. Its energy above the lowest of the compared OMol25 structures with the same formula, charge and spin is 71.2 kcal/mol.

Atom charges from the natural (NBO) analysis, given in e for atoms 1 to 8:
1 As 2.800
2 F -0.629
3 F -0.632
4 F -0.638
5 F -0.624
6 F -0.615
7 F -0.661
8 O -0.939

Entry 2:
The following is a quantum chemistry calculation of AsF6H34O17 as an isolated structure, from OMol25.

CARTESIAN COORDINATES (ANGSTROEM)
As -0.4009 0.5238 -0.1935
F -1.4982 0.0529 -1.4639
F -1.8319 1.2462 0.5809
F 0.9730 -0.1180 -1.0424
F 0.5940 1.0976 1.1160
F -0.2204 2.0401 -1.0628
F -0.6606 -1.0241 0.5752
O 0.9839 -1.9726 4.5707
O -3.5644 1.9303 -1.7672
O 1.2882 3.8719 1.6371
O 3.1138 -0.0246 5.2525
O -2.1382 -1.2170 -3.9459
O -4.2326 0.6418 2.0572
O 2.4438 -3.0735 2.3357
O 0.4850 -0.2311 -3.9309
O 4.3922 -1.2202 2.9750
O -1.4301 4.0651 1.5218
O -2.4052 4.5799 -2.2737
O -3.7413 -2.5978 -0.5603
O 3.4494 0.8023 -0.3880
O -1.5109 -3.5530 0.8545
O 2.1947 -3.4842 -0.5105
O 0.7773 -2.8042 -2.9297
O 0.3550 3.7562 -3.0819
H 0.4302 -1.9239 -3.1949
H -0.8591 -2.8517 0.6756
H 3.5361 -1.6921 2.8807
H -1.6898 -3.4798 1.8005
H 1.2483 4.0723 -2.9161
H 0.7486 0.6136 -3.5365
H -3.1400 1.0727 -1.6419
H 2.0205 -2.9549 1.4624
H -4.2723 1.9497 -1.1156
H 3.6958 -0.2723 4.5116
H 2.7217 0.8174 4.9926
H -0.0061 -3.3662 -2.8873
H 1.5343 -2.2941 3.8358
H 2.3279 -4.3707 -0.8580
H 2.4783 -4.0283 2.4522
H -1.7740 -1.8901 -4.5282
H 0.1825 3.1261 -2.3583
H -3.3542 -2.0884 -1.2807
H -2.9830 -2.8241 0.0211
H 0.9898 -0.2936 -4.7502
H 1.4234 -1.1563 4.8582
H -3.2848 0.6939 1.8740
H -4.6267 1.2993 1.4774
H 0.3320 4.0726 1.6808
H 1.7785 -3.0141 -1.2660
H -1.7367 3.2403 1.1159
H -1.3580 -0.7509 -3.5839
H -2.9883 3.8841 -1.9334
H -1.8122 4.0580 2.4077
H 2.6559 0.3748 -0.7614
H -1.6392 4.1000 -2.6230
H 1.3177 2.9094 1.5964
H 4.1890 0.4227 -0.8727
H 4.4984 -0.7433 2.1394

Its spin multiplicity is 1. The calculation puts the HOMO energy at -7.894 eV. As for the charge: -1. The calculation puts the frontier orbital gap at 9.73 eV. Its energy above the lowest of the compared OMol25 structures with the same formula, charge and spin is 14.4 kcal/mol.

Atom charges from the natural (NBO) analysis, given in e for atoms 1 to 8:
1 As 2.852
2 F -0.640
3 F -0.653
4 F -0.636
5 F -0.610
6 F -0.642
7 F -0.629
8 O -0.988

Entry 3:
The following is a quantum chemistry calculation of AsS8Sm as an isolated structure, from OMol25.

CARTESIAN COORDINATES (ANGSTROEM)
Sm 0.2279 0.2279 0.0648
As -1.9724 -1.9724 0.0296
S 2.2521 3.7471 -0.0710
S 2.9910 0.3657 -0.0049
S -2.8940 -2.8939 -1.6344
S 3.7471 2.2521 -0.0715
S -2.3552 0.2688 -0.1184
S -2.6310 -2.6310 1.9293
S 0.2688 -2.3552 -0.1185
S 0.3656 2.9910 -0.0053

Its spin multiplicity is 6. The calculation puts the HOMO energy (spin up / spin down) at -1.448 / -1.446 eV. As for the charge: -2. The calculation puts the frontier orbital gap (spin up / spin down) at 5.43 / 6.18 eV. The expectation value of S² is 8.844. Its energy above the lowest of the compared OMol25 structures with the same formula, charge and spin is 2.1 kcal/mol.

Atom charges from the natural (NBO) analysis, given in e for atoms 1 to 8:
1 Sm 1.420
2 As 0.907
3 S -0.125
4 S -0.550
5 S -0.772
6 S -0.125
7 S -0.714
8 S -0.778

Entry 4:
The following is a quantum chemistry calculation of B3H12Tl as an isolated structure, from OMol25.

CARTESIAN COORDINATES (ANGSTROEM)
Tl -0.7964 -0.5914 1.2662
B 1.6435 -2.3367 1.0573
B -2.0923 2.0091 -0.0261
B 0.5882 0.4800 -1.2308
H 1.4952 1.0955 -0.9357
H 0.7559 -2.6507 0.4017
H -0.4443 0.9032 -0.8503
H -2.3747 3.1056 -0.1490
H 2.5671 -2.8699 0.6601
H 1.3831 -2.5454 2.1491
H 1.8403 -1.1986 0.9749
H -1.1588 1.9287 0.6252
H -1.8526 1.6745 -1.1165
H -2.8599 1.2636 0.3732
H 0.6802 -0.6102 -0.8409
H 0.6254 0.3427 -2.3583

Its spin multiplicity is 1. The calculation puts the HOMO energy at -9.841 eV. The calculation puts the frontier orbital gap at 4.02 eV. Its energy above the lowest of the compared OMol25 structures with the same formula, charge and spin is 30.2 kcal/mol.

Atom charges from the natural (NBO) analysis, given in e for atoms 1 to 8:
1 Tl 0.933
2 B -0.705
3 B -0.540
4 B -0.489
5 H 0.027
6 H -0.014
7 H 0.162
8 H 0.101

Entry 5:
The following is a quantum chemistry calculation of B4F16Ti as an isolated structure, from OMol25.

CARTESIAN COORDINATES (ANGSTROEM)
Ti -0.4529 -0.2041 0.0771
F -0.3476 -1.0653 5.6523
F -4.4189 -0.2503 -1.5245
F 3.2953 -4.3261 -0.7013
F 3.3567 -2.5481 0.6817
F 5.2064 -3.3909 -0.5585
F -3.5214 -1.9941 -2.5473
F -1.1502 -2.4279 4.1316
F -2.1978 -1.8825 5.9741
F 1.7435 4.3519 -1.7241
F -2.2932 -0.4332 4.3862
F 1.3802 6.6191 -2.0764
F -4.2989 -0.2256 -3.6927
F 3.3408 -2.1550 -1.4289
F 3.1619 5.8440 -0.8627
F 3.0287 5.5927 -3.0911
F -5.8878 -1.5788 -2.6624
B -4.5911 -1.0283 -2.6072
B 2.3069 5.5986 -1.9370
B 3.8413 -3.0809 -0.5046
B -1.5017 -1.4151 5.0156

Its spin multiplicity is 4. The calculation puts the HOMO energy (spin up / spin down) at -2.505 / -4.681 eV. As for the charge: -3. The calculation puts the frontier orbital gap (spin up / spin down) at 6.30 / 9.57 eV. The expectation value of S² is 3.750.

Atom charges from the natural (NBO) analysis, given in e for atoms 1 to 8:
1 Ti 0.999
2 F -0.577
3 F -0.575
4 F -0.584
5 F -0.582
6 F -0.580
7 F -0.602
8 F -0.584

Entry 6:
The following is a quantum chemistry calculation of B5F20Zn as an isolated structure, from OMol25.

CARTESIAN COORDINATES (ANGSTROEM)
Zn -0.2828 0.1600 -0.0980
F 1.2336 2.5609 2.5757
F -0.5699 -0.7552 -1.7598
F -4.0361 1.3499 0.8397
F 3.4149 -1.3424 0.9426
F -0.0070 1.3804 -1.8221
F -1.2956 0.4625 -3.5285
F 1.6695 -0.4671 -0.3293
F -1.2419 -1.1378 1.2978
F -0.0165 -2.5799 0.2043
F -2.6389 2.8996 -0.2288
F -2.3662 -2.7250 0.0844
F -2.2137 0.6716 -0.2276
F -1.2986 -3.4754 1.8547
F 2.8271 -2.3117 -1.0869
F 2.6663 1.3624 1.4000
F 0.6813 0.3427 1.9041
F -2.0673 1.9446 1.7607
F 0.9528 -0.0683 -3.3309
F 3.9031 -0.2820 -0.9021
F 0.6240 2.0243 0.4465
B -1.2203 -2.4912 0.8710
B -2.7275 1.7628 0.5490
B 2.9335 -1.1370 -0.3382
B 1.2962 1.5726 1.5893
B -0.2202 0.2789 -2.6676

Its spin multiplicity is 1. The calculation puts the HOMO energy at -2.816 eV. As for the charge: -3. The calculation puts the frontier orbital gap at 10.47 eV. Its energy above the lowest of the compared OMol25 structures with the same formula, charge and spin is 27.0 kcal/mol.

Atom charges from the natural (NBO) analysis, given in e for atoms 1 to 8:
1 Zn 1.798
2 F -0.576
3 F -0.591
4 F -0.582
5 F -0.572
6 F -0.572
7 F -0.563
8 F -0.616

Entry 7:
The following is a quantum chemistry calculation of BCsH4 as an isolated structure, from OMol25.

CARTESIAN COORDINATES (ANGSTROEM)
Cs -21.5982 -21.8788 -23.6584
B -21.5567 -23.1112 -25.8736
H -22.0073 -23.2147 -24.8986
H -22.1944 -23.2107 -26.7383
H -20.9291 -22.2373 -25.7916
H -20.8890 -23.9581 -25.9090

Its spin multiplicity is 1. The calculation puts the HOMO energy at -8.941 eV. The calculation puts the frontier orbital gap at 8.58 eV. Its energy above the lowest of the compared OMol25 structures with the same formula, charge and spin is 67.6 kcal/mol.

And the Löwdin charges, in e, turn out to be:
1 Cs 1.275
2 B -0.655
3 H -0.341
4 H -0.052
5 H -0.169
6 H -0.058

Entry 8:
The following is a quantum chemistry calculation of a 10-piece molecular cluster, BF4H18O9 overall, from OMol25.

CARTESIAN COORDINATES (ANGSTROEM)
F 1.0806 0.7608 1.2619
F 0.0556 -0.7839 0.1186
F -0.6994 1.3564 0.0370
F 1.1815 0.7686 -1.0011
O 1.7170 3.6191 0.1717
O -2.9522 1.6182 -1.3958
O -3.9362 1.0747 1.4421
O 2.8307 -1.7702 -0.1181
O 0.0931 2.1803 -3.0876
O -1.4958 -0.4628 2.5466
O 2.9878 -0.2521 3.1622
O 0.2161 -2.8385 -1.7975
O -0.3025 -4.2469 0.5247
B 0.4167 0.5372 0.0883
H 0.1089 -4.1229 -0.3396
H 0.4949 -2.1207 -1.2151
H 0.1195 1.7335 -2.2338
H -4.7508 0.9053 0.9647
H 2.5812 0.0342 2.3389
H -1.9896 1.6339 -1.3154
H -3.1587 0.7075 -1.6167
H 1.0189 3.9967 -0.3678
H 3.3574 -1.4912 -0.8704
H 1.3435 2.8004 0.5094
H 0.3858 1.5156 -3.7137
H -1.0057 -3.5946 0.5515
H 2.2772 -1.0087 0.0814
H -2.2959 -0.1335 2.1270
H -0.8002 -0.2044 1.9352
H 3.6324 -0.9112 2.8961
H -3.3846 1.5515 0.8122
H 0.8729 -2.8523 -2.4967

Its spin multiplicity is 1. The calculation puts the HOMO energy at -7.585 eV. As for the charge: -1. The calculation puts the frontier orbital gap at 10.18 eV. Its energy above the lowest of the compared OMol25 structures with the same formula, charge and spin is 8.0 kcal/mol.

Atom charges from the natural (NBO) analysis, given in e for atoms 1 to 8:
1 F -0.561
2 F -0.560
3 F -0.571
4 F -0.552
5 O -0.948
6 O -0.967
7 O -0.964
8 O -0.945

Entry 9:
The following is a quantum chemistry calculation of a 11-piece molecular cluster, BF4H20O10 overall, from OMol25.

CARTESIAN COORDINATES (ANGSTROEM)
F -1.4729 -1.0026 -1.6032
F -1.5576 0.6928 -0.0860
F 0.1681 -0.7096 -0.0123
F 0.1101 0.7151 -1.6858
O 0.4932 2.6846 0.4777
O 3.0706 1.5850 -1.7119
O -1.7482 3.2054 1.9624
O -4.1442 -0.1283 -0.0397
O 0.5269 -1.8315 2.3611
O -1.6768 -3.1029 -0.1012
O 2.7092 -2.0110 -0.8771
O 0.7779 -2.4953 -2.7781
O 2.6841 0.4594 0.6896
O -2.2578 -0.0730 2.5435
B -0.7000 -0.0184 -0.9228
H -1.6313 -0.0384 3.2286
H 2.2897 -1.2582 -0.5046
H 2.4022 2.0193 -2.2815
H -2.4062 3.0787 1.2969
H 1.2941 3.1423 0.2785
H -1.5120 -2.4024 -0.7490
H 0.9055 -2.6432 2.0808
H 2.7791 0.9555 -0.1294
H 0.0135 -1.9437 -2.6333
H 3.6722 2.2946 -1.5487
H -0.8896 3.0982 1.5226
H 1.9905 0.8517 1.1842
H 0.3706 -1.4397 1.5145
H -2.0659 -2.7186 0.7054
H -3.2403 -0.1103 -0.4266
H 0.3440 1.9444 -0.1527
H -1.9029 0.2938 1.7801
H 3.4125 -1.7523 -1.4645
H -4.2988 0.7684 0.3156
H 1.4907 -2.1097 -2.2331

Its spin multiplicity is 1. The calculation puts the HOMO energy at -7.142 eV. As for the charge: -1. The calculation puts the frontier orbital gap at 9.09 eV. Its energy above the lowest of the compared OMol25 structures with the same formula, charge and spin is 26.3 kcal/mol.

Atom charges from the natural (NBO) analysis, given in e for atoms 1 to 8:
1 F -0.560
2 F -0.571
3 F -0.593
4 F -0.542
5 O -0.976
6 O -0.932
7 O -0.973
8 O -0.957

Entry 10:
The following is a quantum chemistry calculation of a 12-piece molecular cluster, BF4H22O11 overall, from OMol25.

CARTESIAN COORDINATES (ANGSTROEM)
F 0.0698 -1.0308 -0.8326
F 0.3638 -1.2548 1.4644
F 2.2168 -1.2498 0.0454
F 1.0868 0.5292 0.2194
O 0.9108 2.2172 2.3074
O -0.5362 -1.6828 -4.0176
O -1.7962 0.5572 0.9744
O 3.4818 1.1672 -0.7466
O 0.7458 0.2872 4.5014
O -1.2302 -1.3228 3.5974
O 0.6208 1.4532 -2.3506
O 2.1558 -1.3318 -3.0306
O -0.5312 2.8702 -0.3766
O -2.7462 -2.2298 0.5024
O -2.2552 0.3382 -1.8456
B 0.9018 -0.8278 0.2394
H -2.3712 -2.4228 -0.3746
H 2.8648 0.4882 -0.4926
H 0.3028 3.1412 0.0134
H 0.8358 0.8762 -1.6596
H -2.3812 0.2812 -2.7936
H 0.1938 1.0662 4.5554
H 0.2378 -0.5358 4.2924
H -1.4952 -0.2808 0.6744
H -1.5792 -0.3498 -1.6576
H 2.2228 -1.3808 -2.1216
H 2.4528 -0.4208 -3.1456
H -2.7382 0.4562 0.9074
H 1.0268 1.6932 1.5394
H -2.5852 -2.9908 1.1134
H 0.3278 -1.7248 -3.5956
H -0.6022 -1.5268 2.9204
H 2.9368 1.9372 -0.7556
H -0.0812 1.9302 -1.9886
H -2.0722 -1.5918 3.2174
H 0.5328 1.5542 2.9034
H -0.8322 2.0812 0.0714
H -0.6552 -0.7698 -4.2736

Its spin multiplicity is 1. The calculation puts the HOMO energy at -7.467 eV. As for the charge: -1. The calculation puts the frontier orbital gap at 9.90 eV. Its energy above the lowest of the compared OMol25 structures with the same formula, charge and spin is 25.0 kcal/mol.

Atom charges from the natural (NBO) analysis, given in e for atoms 1 to 8:
1 F -0.566
2 F -0.570
3 F -0.563
4 F -0.581
5 O -0.972
6 O -0.982
7 O -0.948
8 O -0.959

Record order is preserved below.
DFT total energy: -110428.8507; -112511.7591; -165429.1566; -6905.3722; -69322.9063; -106183.4425; -1284.7789; -30276.0599; -32355.6643; -34435.7287 eV